#1
Computed, not measured: a 2-piece molecular cluster, C9H14 overall, with ωB97M-V/def2-TZVPD.

```
23
Properties=species:S:1:pos:R:3
C 0.175 2.549 2.063
C -0.640 1.741 1.062
H -0.365 2.638 2.995
H 1.222 2.254 2.157
H 0.342 3.552 1.665
H -0.657 2.234 0.097
H -1.717 1.681 1.325
H -0.667 0.654 1.019
C 2.208 -0.562 -1.282
C 0.798 -1.054 -1.072
C 0.599 -2.161 -0.129
C -0.248 -0.373 -1.645
C -0.686 -2.332 0.286
C -1.608 -0.708 -1.306
C -1.739 -1.625 -0.309
H 2.678 -0.942 -2.181
H 2.799 -0.754 -0.376
H 1.516 -2.611 0.238
H -0.067 0.472 -2.294
H -1.004 -3.059 1.020
H -2.403 -0.196 -1.837
H -2.760 -1.927 -0.068
H 2.226 0.528 -1.429
```

## Properties
Lowest unoccupied orbital energy = 1.03 eV
Molecular weight = 122.211 g/mol
Gap between HOMO and LUMO = 0.3671 Ha

---

#2
Computed, not measured: a 2-piece molecular cluster, C9H14 overall, with ωB97M-V/def2-TZVPD.

```
23
Properties=species:S:1:pos:R:3
C 2.160 -1.788 -1.947
C 1.897 -1.645 -3.449
H 1.374 -1.411 -1.441
H 2.360 -2.740 -1.780
H 3.042 -1.365 -1.478
H 0.868 -1.703 -3.811
H 2.498 -2.409 -4.038
H 2.055 -0.526 -3.806
C -2.009 2.807 0.901
C -0.071 -0.854 1.934
C -0.153 0.188 2.839
C -0.736 -0.662 0.646
C -0.889 1.364 2.580
C -1.400 0.411 0.319
C -1.389 1.515 1.272
H 0.467 -1.773 2.224
H 0.194 0.012 3.904
H -0.623 -1.424 -0.005
H -1.189 1.979 3.371
H -1.959 0.667 -0.600
H -2.025 2.811 -0.101
H -1.487 3.654 1.264
H -2.986 2.892 1.200
```

## Properties
Lowest unoccupied orbital energy = 1.01 eV
Molecular weight = 122.211 g/mol
Gap between HOMO and LUMO = 0.3560 Ha

---

#3
Computed, not measured: a 2-piece molecular cluster, C9H14 overall, with ωB97M-V/def2-TZVPD.

```
23
Properties=species:S:1:pos:R:3
C -0.034 0.429 -2.578
C -1.437 -0.124 -2.539
H 0.128 0.971 -3.477
H 0.269 1.155 -1.824
H 0.787 -0.166 -2.676
H -1.903 -0.451 -1.708
H -1.653 -0.729 -3.486
H -2.075 0.791 -2.708
C -1.665 -0.963 1.943
C 0.598 1.390 0.176
C -0.539 0.825 0.719
C 1.781 0.658 0.078
C -0.462 -0.424 1.313
C 1.863 -0.560 0.759
C 0.688 -1.171 1.187
H 0.704 2.375 -0.151
H -1.508 1.391 0.973
H 2.767 1.094 -0.172
H 2.799 -1.083 0.838
H -1.418 -1.704 2.786
H -2.228 -1.641 1.201
H 0.800 -2.161 1.649
H -2.228 -0.201 2.410
```

## Properties
Lowest unoccupied orbital energy = 1.06 eV
Molecular weight = 122.211 g/mol
Gap between HOMO and LUMO = 0.3655 Ha

---

#4
Computed, not measured: a 2-piece molecular cluster, C9H14 overall, with ωB97M-V/def2-TZVPD.

```
23
Properties=species:S:1:pos:R:3
C -1.622 -2.542 0.617
C -3.026 -2.064 0.171
H -1.217 -1.957 1.441
H -1.643 -3.605 0.846
H -0.953 -2.327 -0.220
H -3.126 -2.250 -0.901
H -3.797 -2.746 0.535
H -3.240 -1.030 0.432
C 2.357 0.128 -1.743
C 0.329 0.904 1.349
C 0.190 2.284 1.256
C 1.095 0.222 0.423
C 1.635 0.895 -0.672
C 0.793 2.967 0.215
C 1.466 2.266 -0.776
H -0.198 0.389 2.141
H -0.455 2.807 1.951
H 1.227 -0.853 0.493
H 0.711 4.052 0.178
H 2.778 -0.795 -1.332
H 3.164 0.722 -2.173
H 1.819 2.751 -1.678
H 1.712 -0.222 -2.552
```

## Properties
Lowest unoccupied orbital energy = 1.01 eV
Molecular weight = 122.211 g/mol
Gap between HOMO and LUMO = 0.3695 Ha

---

The structure with the most favorable energy is #4; the runner-up is 0.0291 hartree above it.

---

#1
Computed, not measured: a 2-piece molecular cluster, C9H14 overall, with ωB97M-V/def2-TZVPD.

```
23
Properties=species:S:1:pos:R:3
C 0.982 1.900 -3.278
C 0.738 2.766 -2.049
H 0.164 1.302 -3.700
H 1.306 2.549 -4.120
H 1.794 1.252 -3.131
H 0.542 3.816 -2.224
H -0.202 2.521 -1.538
H 1.634 2.576 -1.403
C -0.783 0.971 2.410
C 1.007 -1.807 0.635
C -0.051 -2.387 -0.041
C 0.752 -0.829 1.620
C -0.426 -0.105 1.482
C -1.215 -1.616 -0.302
C -1.348 -0.541 0.522
H 1.957 -2.312 0.623
H 0.181 -3.428 -0.338
H 1.532 -0.694 2.361
H -1.932 -1.893 -1.077
H -0.345 1.879 1.956
H -0.520 0.960 3.474
H -2.261 0.076 0.557
H -1.854 1.237 2.420
```

## Properties
Lowest unoccupied orbital energy = 0.95 eV
Molecular weight = 122.211 g/mol
Gap between HOMO and LUMO = 0.3547 Ha

---

#2
Computed, not measured: a 2-piece molecular cluster, C9H14 overall, with ωB97M-V/def2-TZVPD.

```
23
Properties=species:S:1:pos:R:3
C -2.010 0.092 3.252
C -0.974 1.188 3.120
H -1.662 -0.724 3.883
H -2.944 0.469 3.674
H -2.250 -0.356 2.284
H -0.853 1.804 4.011
H 0.014 0.825 2.838
H -1.237 1.898 2.332
C 2.835 -0.176 -2.524
C -1.143 -0.491 -0.965
C -0.581 -1.552 -1.655
C -0.393 0.650 -0.704
C 0.699 -1.426 -2.183
C 0.900 0.745 -1.199
C 1.453 -0.283 -1.952
H -2.179 -0.515 -0.642
H -1.137 -2.460 -1.842
H -0.819 1.377 -0.027
H 1.127 -2.264 -2.727
H 1.510 1.609 -0.965
H 3.204 0.850 -2.555
H 2.874 -0.553 -3.543
H 3.565 -0.709 -1.912
```

## Properties
Lowest unoccupied orbital energy = 1.04 eV
Molecular weight = 122.211 g/mol
Gap between HOMO and LUMO = 0.3707 Ha

---

#3
Computed, not measured: a 2-piece molecular cluster, C9H14 overall, with ωB97M-V/def2-TZVPD.

```
23
Properties=species:S:1:pos:R:3
C 1.916 -1.509 1.450
C 0.880 0.724 1.944
C 1.314 -0.200 1.004
C 0.384 1.973 1.555
C 1.282 0.149 -0.343
C 0.411 2.325 0.214
C 0.817 1.396 -0.737
H 0.923 0.582 3.019
H 0.006 2.600 2.353
H 2.724 -1.796 0.786
H 1.185 -2.314 1.447
H 1.725 -0.523 -1.067
H 0.246 3.359 -0.070
H 0.625 1.662 -1.771
H 2.262 -1.443 2.474
C -1.840 -0.474 -2.149
C -2.288 -1.275 -0.918
H -0.859 -0.797 -2.459
H -2.536 -0.616 -2.987
H -1.971 0.588 -1.934
H -3.338 -1.134 -0.656
H -1.680 -0.932 -0.079
H -2.188 -2.346 -1.077
```

## Properties
Lowest unoccupied orbital energy = 1.04 eV
Molecular weight = 122.211 g/mol
Gap between HOMO and LUMO = 0.3703 Ha

---

#4
Computed, not measured: a 2-piece molecular cluster, C9H14 overall, with ωB97M-V/def2-TZVPD.

```
23
Properties=species:S:1:pos:R:3
C -0.899 -2.339 -1.853
C -0.591 1.179 -0.430
C -1.464 1.910 -1.232
C -0.310 -0.163 -0.732
C -1.032 -0.827 -1.712
C -2.247 1.183 -2.103
C -2.056 -0.166 -2.399
H 0.027 1.597 0.355
H -1.516 2.976 -1.082
H 0.567 -0.586 -0.259
H -3.183 1.588 -2.488
H -1.802 -2.757 -1.420
H -0.025 -2.836 -1.454
H -2.758 -0.711 -3.009
H -0.952 -2.615 -2.915
C 2.403 -0.333 2.482
C 2.173 1.026 3.163
H 1.598 -1.044 2.708
H 2.519 -0.153 1.416
H 3.187 -0.967 2.909
H 3.089 1.600 3.303
H 1.806 0.839 4.176
H 1.464 1.599 2.577
```

## Properties
Lowest unoccupied orbital energy = 1.03 eV
Molecular weight = 122.211 g/mol
Gap between HOMO and LUMO = 0.3672 Ha

---

The structure with the most favorable energy is #2; the runner-up is 0.0075 hartree above it.

---

#1
Computed, not measured: a 2-piece molecular cluster, C9H14 overall, with ωB97M-V/def2-TZVPD.

```
23
Properties=species:S:1:pos:R:3
C -0.702 -2.273 0.570
C -0.716 -0.044 1.703
C -0.143 -0.885 0.737
C -0.156 1.177 2.023
C 1.054 1.559 1.427
C 1.071 -0.492 0.198
C 1.653 0.738 0.495
H -1.627 -0.359 2.201
H -0.573 1.803 2.802
H -0.209 -3.026 1.165
H -0.709 -2.581 -0.461
H 1.354 2.585 1.607
H 1.549 -1.143 -0.533
H 2.595 1.004 0.060
H -1.762 -2.266 0.848
C -0.446 0.991 -2.621
C -1.030 -0.383 -2.995
H 0.586 0.886 -2.296
H -0.590 1.599 -3.512
H -0.973 1.425 -1.774
H -0.429 -0.765 -3.817
H -0.995 -1.155 -2.220
H -2.081 -0.299 -3.238
```

## Properties
Lowest unoccupied orbital energy = 1.00 eV
Molecular weight = 122.211 g/mol
Gap between HOMO and LUMO = 0.3708 Ha

---

#2
Computed, not measured: a 2-piece molecular cluster, C9H14 overall, with ωB97M-V/def2-TZVPD.

```
23
Properties=species:S:1:pos:R:3
C -2.392 -1.488 -0.793
C -2.245 -0.130 -1.459
H -1.474 -1.967 -0.432
H -2.889 -1.474 0.181
H -2.893 -2.200 -1.429
H -1.317 0.315 -1.065
H -3.104 0.494 -1.223
H -2.167 -0.045 -2.574
C 2.589 -0.943 -0.479
C 0.778 2.224 0.526
C 1.569 1.305 -0.145
C 0.010 1.757 1.614
C 1.647 -0.013 0.283
C 0.132 0.431 2.025
C 0.885 -0.518 1.316
H 0.480 3.177 0.132
H 2.089 1.624 -1.049
H -0.692 2.442 2.071
H -0.549 0.199 2.848
H 1.980 -1.752 -0.894
H 3.327 -1.317 0.240
H 0.971 -1.559 1.572
H 3.267 -0.560 -1.266
```

## Properties
Lowest unoccupied orbital energy = 1.04 eV
Molecular weight = 122.211 g/mol
Gap between HOMO and LUMO = 0.3712 Ha

---

#3
Computed, not measured: a 2-piece molecular cluster, C9H14 overall, with ωB97M-V/def2-TZVPD.

```
23
Properties=species:S:1:pos:R:3
C 1.011 -1.896 1.724
C 1.368 1.789 0.903
C 1.746 1.719 -0.423
C 1.199 0.597 1.613
C 1.249 -0.617 0.938
C 1.809 0.497 -1.110
C 1.644 -0.678 -0.403
H 1.268 2.687 1.499
H 2.047 2.639 -0.909
H 1.009 0.602 2.678
H 2.041 0.718 -2.143
H 0.595 -2.645 1.045
H 0.270 -1.769 2.507
H 1.740 -1.681 -0.795
H 1.962 -2.263 2.108
C -3.413 -0.049 -1.082
C -1.874 0.094 -1.277
H -3.610 -0.577 -0.155
H -3.827 0.951 -0.939
H -3.839 -0.519 -1.961
H -1.457 0.109 -0.265
H -1.432 1.015 -1.665
H -1.506 -0.724 -1.891
```

## Properties
Lowest unoccupied orbital energy = 0.98 eV
Molecular weight = 122.211 g/mol
Gap between HOMO and LUMO = 0.3657 Ha

---

The structure with the most favorable energy is #1; the runner-up is 0.0134 hartree above it.

---

#1
Computed, not measured: a 2-piece molecular cluster, C9H14 overall, with ωB97M-V/def2-TZVPD.

```
23
Properties=species:S:1:pos:R:3
C 1.041 -1.315 1.502
C -0.667 0.365 2.125
C -0.292 -0.714 1.338
C -1.737 1.218 1.704
C -2.768 0.909 0.794
C -1.150 -0.938 0.269
C -2.492 -0.290 0.119
H -0.262 0.374 3.034
H -1.888 2.087 2.309
H 1.255 -1.683 2.519
H 1.731 -0.522 1.161
H -3.651 1.521 0.844
H -0.868 -1.484 -0.626
H -3.386 -0.598 -0.334
H 1.266 -2.061 0.714
C 2.312 0.512 -1.584
C 1.331 0.357 -2.736
H 2.981 1.296 -1.788
H 1.625 0.560 -0.656
H 2.630 -0.523 -1.258
H 1.334 -0.627 -3.395
H 1.334 1.249 -3.586
H 0.322 0.307 -2.470
```

## Properties
Lowest unoccupied orbital energy = 0.94 eV
Molecular weight = 122.211 g/mol
Gap between HOMO and LUMO = 0.3543 Ha

---

#2
Computed, not measured: a 2-piece molecular cluster, C9H14 overall, with ωB97M-V/def2-TZVPD.

```
23
Properties=species:S:1:pos:R:3
C 0.546 4.047 0.558
C 1.028 1.915 1.664
C 0.661 2.601 0.505
C 0.923 0.541 1.754
C 0.389 1.782 -0.586
C 0.694 -0.247 0.590
C 0.347 0.398 -0.625
H 1.236 2.505 2.493
H 1.082 0.150 2.740
H -0.538 4.279 0.173
H 1.153 4.501 -0.209
H 0.361 2.357 -1.526
H 0.544 -1.364 0.663
H 0.037 -0.079 -1.561
H 0.555 4.525 1.513
C -1.554 -3.169 -1.636
C -0.680 -3.798 -0.388
H -2.183 -3.894 -2.159
H -2.200 -2.357 -1.269
H -0.896 -2.706 -2.315
H -1.168 -3.779 0.597
H 0.250 -3.329 -0.407
H -0.589 -4.878 -0.570
```

## Properties
Lowest unoccupied orbital energy = 1.03 eV
Molecular weight = 122.211 g/mol
Gap between HOMO and LUMO = 0.3616 Ha

---

#3
Computed, not measured: a 2-piece molecular cluster, C9H14 overall, with ωB97M-V/def2-TZVPD.

```
23
Properties=species:S:1:pos:R:3
C 0.632 0.460 -1.685
C 1.232 -0.274 0.629
C 0.983 -0.625 -0.714
C 1.237 -1.220 1.629
C 1.033 -1.960 -1.044
C 1.310 -2.569 1.276
C 1.314 -2.917 -0.052
H 1.291 0.784 0.854
H 1.039 -0.866 2.637
H 1.506 1.024 -2.018
H -0.021 1.191 -1.211
H 0.606 -2.318 -1.976
H 1.390 -3.344 2.025
H 1.524 -3.932 -0.358
H 0.058 0.145 -2.551
C -3.032 3.759 0.814
C -3.000 3.060 -0.559
H -2.818 4.821 0.674
H -3.939 3.530 1.369
H -2.204 3.367 1.416
H -3.311 2.027 -0.432
H -1.977 3.055 -0.940
H -3.687 3.519 -1.272
```

## Properties
Lowest unoccupied orbital energy = 0.93 eV
Molecular weight = 122.211 g/mol
Gap between HOMO and LUMO = 0.3660 Ha

---

The structure with the most favorable energy is #3; the runner-up is 0.0247 hartree above it.